DFT (the ωB97M-V functional and the def2-TZVPD basis) results for a cluster of 21 separate species, C40H70Cl40F2NSi in total.

```
154
Properties=species:S:1:pos:R:3:mulliken_charge:R:1
C -5.75 0.64 0.37 0.679
C -6.24 0.91 -0.68 -1.209
C -6.77 1.29 -1.99 -0.871
C -5.69 1.54 -3.06 -0.715
C -4.54 2.49 -2.58 -1.143
C -3.21 1.73 -2.65 0.540
C -3.07 0.85 -1.42 -1.016
N -1.60 0.65 -1.30 0.686
C -1.08 2.04 -1.44 -0.853
C 0.45 2.21 -1.50 1.713
F 0.80 2.64 -2.73 -0.340
F 1.03 1.01 -1.35 -0.247
C 0.88 3.25 -0.48 -1.572
C 2.10 2.83 0.36 -0.700
Si 1.63 1.67 1.81 0.258
C -0.24 1.32 1.85 -0.008
C 2.17 2.30 3.49 -1.086
C 2.44 0.00 1.39 0.022
C 1.84 -1.14 1.72 0.513
C 2.40 -2.30 1.38 -1.060
C 3.54 -2.37 0.73 -1.266
C 4.18 -1.22 0.40 -0.992
C 3.61 -0.06 0.73 0.195
C -1.87 2.61 -2.62 -0.933
H -5.18 0.50 1.24 0.682
H -7.36 0.45 -2.32 0.452
H -7.41 2.14 -1.85 0.373
H -6.13 1.99 -3.93 0.339
H -5.24 0.60 -3.37 0.468
H -4.76 2.83 -1.58 0.452
H -4.54 3.34 -3.25 0.496
H -3.15 1.22 -3.61 0.437
H -3.68 -0.04 -1.53 0.591
H -3.34 1.35 -0.50 0.197
H -1.26 0.20 -0.45 0.149
H -1.33 0.15 -2.16 -0.233
H -1.55 2.55 -0.61 0.442
H 0.08 3.57 0.17 0.034
H 1.16 4.13 -1.04 0.869
H 2.87 2.41 -0.26 0.240
H 2.53 3.71 0.82 0.774
H -0.42 0.44 1.21 -1.120
H -0.58 1.06 2.85 0.703
H -0.84 2.13 1.43 0.232
H 3.20 2.64 3.54 0.231
H 1.55 3.15 3.77 0.322
H 2.01 1.57 4.27 0.336
H 0.90 -1.14 2.25 -0.061
H 1.88 -3.21 1.62 0.513
H 3.97 -3.30 0.44 0.723
H 5.11 -1.21 -0.13 1.312
H 4.15 0.81 0.42 -0.115
H -2.14 3.65 -2.54 0.654
H -1.41 2.33 -3.56 -0.282
C -8.74 0.32 -4.83 -0.023
Cl -8.71 2.07 -4.54 -0.175
Cl -8.96 -0.06 -6.54 -0.121
H -7.80 -0.10 -4.50 0.167
H -9.56 -0.11 -4.27 0.183
C 5.98 -3.90 3.37 0.044
Cl 6.72 -2.60 2.47 -0.153
Cl 5.28 -5.08 2.27 -0.190
H 6.73 -4.39 3.98 0.236
H 5.20 -3.50 4.00 0.055
C -0.88 6.11 1.92 -0.382
Cl 0.69 5.79 2.66 -0.041
Cl -0.74 6.27 0.17 -0.141
H -1.55 5.29 2.14 0.214
H -1.28 7.03 2.33 0.389
C -2.32 -1.33 3.60 -0.462
Cl -0.79 -1.71 4.39 -0.111
Cl -2.12 -1.12 1.84 -0.080
H -3.01 -2.14 3.78 0.420
H -2.70 -0.40 4.01 0.325
C 4.80 -1.26 -3.19 0.284
Cl 6.30 -0.57 -2.58 -0.137
Cl 5.09 -2.46 -4.45 -0.173
H 4.27 -1.72 -2.37 -0.012
H 4.20 -0.45 -3.61 0.043
C 6.49 -3.32 7.03 0.112
Cl 5.85 -1.73 6.61 -0.136
Cl 5.53 -4.61 6.29 -0.253
H 7.51 -3.40 6.68 0.089
H 6.46 -3.44 8.11 0.155
C 5.34 -6.23 9.99 -0.361
Cl 6.21 -4.90 10.77 -0.162
Cl 6.26 -6.91 8.65 -0.050
H 5.15 -7.00 10.72 0.339
H 4.40 -5.85 9.61 0.239
C -10.19 -2.77 -8.39 -0.359
Cl -9.59 -1.47 -9.42 -0.183
Cl -10.94 -4.06 -9.35 -0.169
H -9.36 -3.19 -7.84 0.385
H -10.93 -2.37 -7.71 0.321
C -9.23 -1.74 0.93 -0.275
Cl -8.47 -0.42 0.01 -0.170
Cl -9.98 -2.94 -0.14 -0.136
H -8.47 -2.23 1.52 0.303
H -9.99 -1.32 1.57 0.200
C -0.99 -4.25 7.70 -0.183
Cl -1.09 -3.60 9.33 -0.144
Cl -2.28 -3.62 6.66 -0.144
H -0.03 -3.98 7.27 0.180
H -1.08 -5.33 7.75 0.290
C 6.75 3.26 -1.75 -0.532
Cl 7.31 2.78 -3.35 -0.060
Cl 5.61 2.09 -1.07 -0.007
H 7.62 3.32 -1.09 0.288
H 6.27 4.23 -1.81 0.301
C 4.70 7.05 3.74 -0.373
Cl 4.01 5.41 3.73 -0.058
Cl 3.44 8.28 3.65 -0.139
H 5.26 7.18 4.66 0.302
H 5.35 7.16 2.89 0.268
C 9.28 -0.38 7.01 -0.296
Cl 9.29 -1.67 5.80 -0.114
Cl 9.42 -1.02 8.65 -0.144
H 10.11 0.28 6.81 0.336
H 8.34 0.17 6.92 0.243
C -0.22 3.51 -6.35 1.107
Cl -1.14 5.00 -6.60 -0.178
Cl -1.05 2.11 -7.04 -0.158
H 0.75 3.61 -6.82 -0.347
H -0.09 3.35 -5.28 -0.378
C 0.63 -0.15 -4.38 1.360
Cl 1.00 -0.52 -6.05 -0.115
Cl -0.27 -1.46 -3.59 -0.215
H 1.56 0.02 -3.83 -0.225
H 0.02 0.75 -4.35 -0.783
C -13.28 -1.20 0.75 -0.080
Cl -14.00 0.40 0.96 -0.151
Cl -12.71 -1.88 2.28 -0.157
H -14.02 -1.87 0.33 0.301
H -12.43 -1.11 0.07 0.092
C -11.76 -4.34 -4.96 -0.386
Cl -10.87 -2.99 -4.22 -0.092
Cl -10.92 -4.98 -6.37 -0.127
H -11.85 -5.13 -4.22 0.350
H -12.73 -3.99 -5.26 0.276
C 9.84 2.36 -6.33 -0.293
Cl 10.41 1.88 -7.93 -0.156
Cl 8.69 1.19 -5.67 -0.108
H 10.69 2.42 -5.66 0.303
H 9.36 3.33 -6.40 0.260
C 3.96 3.96 -7.32 -0.291
Cl 2.63 5.10 -7.54 -0.157
Cl 3.37 2.34 -6.91 -0.089
H 4.54 3.90 -8.24 0.311
H 4.59 4.31 -6.51 0.242
C 8.82 -8.48 6.23 -0.362
Cl 7.76 -7.10 5.93 -0.038
Cl 8.94 -9.53 4.81 -0.156
H 9.80 -8.12 6.48 0.316
H 8.41 -9.06 7.05 0.254
```

Calculated values
- Total charge: +1
- E_tot: -558307.5986 eV
- E_LUMO: -2.02 eV